No. 1
Molecular formula: C5H9NO3S
Method: DFT, wB97M-V/def2-TZVPD

Geometry as XYZ:
```
19
C5H9NO3S (wB97M-V/def2-TZVPD)
C -0.279 -0.359 -0.258
C 0.505 0.766 0.268
C 0.454 0.848 1.748
C 0.705 1.858 -0.760
C -2.361 -1.162 -0.557
N 0.329 -1.431 -0.532
O 2.254 -2.155 0.883
O 2.662 -1.636 -1.493
O -1.554 -0.057 -0.393
S 1.994 -1.218 -0.222
H 1.087 1.574 2.231
H 0.678 -0.156 2.087
H -0.641 1.049 2.128
H -0.324 2.107 -0.933
H 1.074 1.492 -1.759
H 1.317 2.797 -0.539
H -1.925 -2.061 -1.024
H -3.174 -0.866 -1.251
H -2.798 -1.389 0.376
```

Output
⟨S²⟩: 2.01
E (eV): -23793.8569
Energy relative to the best compared isomer or geometry (same formula, charge and spin) (kcal per mole): 0.0
Lowest unoccupied orbital energy (spin up / spin down) (eV): 0.6 / -2.7
HOMO energy (spin up / spin down) (eV): -7.9 / -10.6
2S+1: 3

No. 2
Molecular formula: C5H9NO4
Method: DFT, wB97M-V/def2-TZVPD

Geometry as XYZ:
```
19
C5H9NO4 (wB97M-V/def2-TZVPD)
C -0.753 -1.552 3.080
O -1.258 -0.634 2.099
N -0.445 -0.581 0.918
O -0.627 -1.431 0.130
C 0.374 0.493 0.727
O 0.752 1.204 1.790
C 1.231 0.735 -0.510
C 1.027 2.205 -0.953
C 2.109 2.530 -1.949
O 2.844 3.396 -1.733
H -1.049 -2.544 2.779
H 0.322 -1.509 3.076
H -1.178 -1.437 4.129
H 0.023 1.176 2.510
H 0.926 0.001 -1.389
H 2.348 0.590 -0.232
H 1.190 2.951 -0.112
H 0.064 2.442 -1.486
H 2.154 2.019 -2.821
```

Output
SMILES: CO/[N+]([O-])=C(\O)CCC=O
E (eV): -15005.3989
Energy relative to the best compared isomer or geometry (same formula, charge and spin) (kcal per mole): 157.9
Lowest unoccupied orbital energy (eV): 0.6
HOMO energy (eV): -8.0

Please write out number 2 again, unchanged.
Molecular formula: C5H9NO4
Method: DFT, wB97M-V/def2-TZVPD

Geometry as XYZ:
```
19
C5H9NO4 (wB97M-V/def2-TZVPD)
C -0.753 -1.552 3.080
O -1.258 -0.634 2.099
N -0.445 -0.581 0.918
O -0.627 -1.431 0.130
C 0.374 0.493 0.727
O 0.752 1.204 1.790
C 1.231 0.735 -0.510
C 1.027 2.205 -0.953
C 2.109 2.530 -1.949
O 2.844 3.396 -1.733
H -1.049 -2.544 2.779
H 0.322 -1.509 3.076
H -1.178 -1.437 4.129
H 0.023 1.176 2.510
H 0.926 0.001 -1.389
H 2.348 0.590 -0.232
H 1.190 2.951 -0.112
H 0.064 2.442 -1.486
H 2.154 2.019 -2.821
```

Output
SMILES: CO/[N+]([O-])=C(\O)CCC=O
E (eV): -15005.3989
Energy relative to the best compared isomer or geometry (same formula, charge and spin) (kcal per mole): 157.9
Lowest unoccupied orbital energy (eV): 0.6
HOMO energy (eV): -8.0